(1)
Formula: C4H10NO
Source: the OMol25 dataset
Level of theory: the ωB97M-V functional and the def2-TZVPD basis

The geometry in XYZ format:
```
16
C4H10NO the ωB97M-V functional and the def2-TZVPD basis
O -1.917 -0.523 0.569
N -0.085 1.013 -0.846
C -0.807 -0.700 1.190
C 1.866 0.003 0.625
C -0.776 -0.006 -1.788
C 0.352 0.420 0.310
H -0.120 -0.781 -2.112
H -1.456 0.305 -2.554
H 0.247 1.115 1.037
H -1.681 -0.589 -1.114
H -0.845 -0.269 2.277
H 2.053 -0.023 1.633
H 2.159 -0.856 0.219
H -0.844 1.736 -0.659
H 2.461 0.852 0.100
H -0.609 -1.697 1.110
```

spin multiplicity: 1
SMILES: CN[C@H](C)C[O-]
frontier orbital gap: 0.223 Eh
LUMO: 4.49 eV
M: 88.13 g mol⁻¹
total charge: -1

(2)
Formula: C4H10NO
Source: the OMol25 dataset
Level of theory: the ωB97M-V functional and the def2-TZVPD basis

The geometry in XYZ format:
```
16
C4H10NO the ωB97M-V functional and the def2-TZVPD basis
O 0.851 2.072 0.572
N -0.632 -2.177 -0.745
C 0.223 1.621 -0.527
C -0.150 -0.647 1.495
C -0.526 -0.779 0.012
C 0.355 0.092 -0.859
H -1.009 -1.000 2.061
H -0.816 1.762 -0.830
H 0.039 0.441 1.576
H -1.533 -0.401 -0.235
H -1.438 -2.526 -0.228
H 1.398 -0.230 -0.661
H 0.784 -1.134 1.794
H 0.147 -1.991 0.057
H 0.709 2.161 -1.430
H 0.034 -0.079 -1.874
```

spin multiplicity: 1
frontier orbital gap: 0.245 Eh
LUMO: 4.24 eV
M: 88.13 g mol⁻¹
total charge: -1

(3)
Formula: C4H10NO
Source: the OMol25 dataset
Level of theory: the ωB97M-V functional and the def2-TZVPD basis

The geometry in XYZ format:
```
16
C4H10NO the ωB97M-V functional and the def2-TZVPD basis
O -2.338 1.534 0.637
N 0.028 -1.250 -0.552
C 1.854 -0.774 -0.670
C -0.428 0.084 -0.085
C 2.343 -0.021 0.551
C -1.939 0.379 0.035
H 2.486 -1.560 -1.044
H -2.309 -0.517 0.570
H 1.814 1.014 0.624
H -0.071 0.459 0.884
H 1.929 -0.566 1.401
H -0.157 0.884 -0.764
H 1.059 -1.531 -0.088
H 1.715 -0.069 -1.457
H -2.375 0.250 -0.982
H 3.435 0.097 0.640
```

spin multiplicity: 1
frontier orbital gap: 0.207 Eh
LUMO: 3.55 eV
M: 88.13 g mol⁻¹
total charge: -1

(4)
Formula: C4H10NO
Source: the OMol25 dataset
Level of theory: the ωB97M-V functional and the def2-TZVPD basis

The geometry in XYZ format:
```
16
C4H10NO the ωB97M-V functional and the def2-TZVPD basis
O 1.290 2.502 0.548
N -0.708 1.233 -0.688
C -0.032 0.479 0.355
C 1.385 1.164 0.608
C 0.146 -0.998 -0.042
C -1.237 -1.674 -0.234
H 2.131 0.685 -0.117
H 0.689 -0.908 -0.986
H 1.813 0.848 1.602
H -0.505 0.815 -1.589
H -1.707 -1.716 0.750
H -1.182 -2.690 -0.632
H -0.685 0.589 1.228
H -0.289 2.159 -0.694
H -1.826 -1.014 -0.865
H 0.717 -1.474 0.754
```

spin multiplicity: 1
SMILES: CC[C@H](N)C[O-]
frontier orbital gap: 0.235 Eh
LUMO: 4.09 eV
M: 88.13 g mol⁻¹
total charge: -1

Tell me which of them is the least stable. Sure, it is (3).

(1)
Formula: C4H10NO
Source: the OMol25 dataset
Level of theory: the ωB97M-V functional and the def2-TZVPD basis

The geometry in XYZ format:
```
16
C4H10NO the ωB97M-V functional and the def2-TZVPD basis
O -1.211 0.428 2.577
N -0.117 0.580 0.028
C 1.972 0.827 -1.270
C -1.523 -0.602 1.738
C 0.810 -0.115 -0.900
C -1.337 -0.264 0.262
H 0.225 -0.208 -1.823
H -2.564 -0.975 1.861
H 1.558 1.693 -1.787
H 0.278 0.517 0.977
H -1.336 -1.084 -0.474
H 2.634 1.017 -0.433
H -0.805 -1.422 2.057
H 2.442 0.352 -2.146
H 1.173 -1.095 -0.599
H -2.199 0.352 -0.068
```

spin multiplicity: 1
SMILES: CCNCC[O-]
frontier orbital gap: 0.225 Eh
LUMO: 3.99 eV
M: 88.13 g mol⁻¹
total charge: -1

(2)
Formula: C4H10NO
Source: the OMol25 dataset
Level of theory: the ωB97M-V functional and the def2-TZVPD basis

The geometry in XYZ format:
```
16
C4H10NO the ωB97M-V functional and the def2-TZVPD basis
O 1.283 -1.944 -0.072
N -0.979 1.046 -0.654
C -1.847 0.900 0.591
C 0.263 0.201 -0.530
C 0.235 -1.240 0.111
C 1.285 0.871 0.338
H -1.662 0.866 -1.383
H 1.934 0.017 0.409
H 0.955 1.128 1.360
H -2.707 0.473 0.188
H -0.081 -1.037 1.177
H 1.950 1.626 -0.055
H -2.009 1.927 0.956
H 0.629 0.092 -1.532
H -1.330 0.384 1.359
H -0.712 -1.642 -0.379
```

spin multiplicity: 1
SMILES: CN[C@@H](C)C[O-]
frontier orbital gap: 0.239 Eh
LUMO: 4.18 eV
M: 88.13 g mol⁻¹
total charge: -1

Tell me which of them is the least stable. Sure, it is (2).